DFT (wB97M-V/def2-TZVPD) results for CH6N4S as an isolated structure at a distorted geometry.

Computed properties:
Gap between HOMO and LUMO ... 9.024 eV
Charge ... 0
E ... -17925.558 eV
E_HOMO ... -0.3249 Eh
Multiplicity ... 1
ΔE to the lowest compared entry with this formula, charge and spin ... 313.0 kJ/mol

```
12
Properties=species:S:1:pos:R:3:forces:R:3
S 1.96765 -1.88351 0.30712 -0.0153 0.1407 0.9595
N -0.89607 0.67080 -0.24585 -4.8992 3.7371 -1.1608
N -0.29780 -0.43433 1.62827 -1.4272 -0.5513 2.8256
N 1.19670 -0.43180 -0.26457 1.7600 1.9235 1.8293
N -1.18762 0.82481 -1.67502 0.4158 -0.2416 0.3110
C -0.18418 -0.19710 0.41978 5.3072 0.7000 -1.0943
H 1.99472 -1.90164 1.75498 -0.3173 0.5921 -1.9029
H -0.90232 -0.00308 -2.26096 -0.1202 1.4287 1.2360
H -1.70913 1.05439 0.43396 2.1362 -1.1756 -2.7746
H -1.19230 -0.04088 2.03889 1.1574 -0.9690 -0.6737
H 2.08489 0.58263 -0.08015 -4.0874 -3.7195 -0.4282
H -0.87454 1.75972 -2.05644 0.0901 -1.8652 0.8732
```
Positions in Å, forces in eV/Å.